Molecular formula: C4H10NO3
Method: DFT, the ωB97M-V functional and the def2-TZVPD basis

Calculated values
Charge: +1
Total energy in eV: -11929.3731
Strongest force on any atom in eV/Å: 5.41
Energy relative to the best compared isomer or geometry (same formula, charge and spin) in kJ/mol: 698.4

Atoms and positions in Å:
O (-2.6770, 0.5414, -1.2675)
C (-3.0107, 0.9144, -0.1917)
O (-2.2949, 0.9390, 0.9816)
C (1.1479, -1.1338, -0.2248)
C (-0.2275, -0.7102, -1.0050)
C (-0.0930, -0.4914, 0.4494)
O (2.4461, 0.9524, 1.5898)
N (2.0661, -0.3460, -0.6432)
H (-1.8088, 1.4020, 0.1648)
H (-3.9532, 1.4731, -0.0655)
H (-0.0542, 0.1038, -1.6808)
H (-0.8343, -1.5120, -1.3946)
H (0.2038, 0.4335, 0.9195)
H (-0.7833, -1.1128, 0.9959)
H (3.3043, 1.0033, 2.0210)
H (2.6901, -0.7902, -1.3312)
H (1.3775, -2.1854, -0.0450)
H (2.5010, 0.5190, 0.7272)

Atomic forces in eV per Å
1.371 -1.009 -0.820
-5.329 0.435 0.851
1.143 0.993 -3.583
1.758 -2.695 2.642
-1.875 2.973 0.990
-0.222 -0.488 -1.650
-0.491 0.056 0.414
-1.140 0.454 -2.703
2.614 0.317 3.541
-0.205 -0.438 0.075
0.098 0.135 -0.251
0.528 -0.686 0.025
-0.044 0.381 -0.402
0.543 -0.522 0.405
0.077 -0.098 -0.246
0.924 -0.309 1.108
-0.485 -0.255 -0.855
0.735 0.756 0.458

Molecular formula: C6H14N2O
Method: DFT, the ωB97M-V functional and the def2-TZVPD basis

Calculated values
Charge: 0
Total energy in eV: -11473.5529
Strongest force on any atom in eV/Å: 1.66
Energy relative to the best compared isomer or geometry (same formula, charge and spin) in kJ/mol: 406.9

Atoms and positions in Å:
C (-1.2624, 0.0740, 0.3003)
C (-0.7535, -0.6198, -0.9257)
C (-2.4752, -0.5708, 0.9070)
C (-1.2553, 1.5476, 0.3535)
C (2.9052, -0.2781, -0.6666)
N (0.5596, -0.2769, -1.3867)
C (1.5210, 0.3400, -0.4040)
N (0.7947, -0.2603, 1.0570)
O (1.4669, 1.6095, -0.3441)
H (0.9776, -1.0819, -1.8406)
H (1.0693, 0.3897, 1.7825)
H (1.0475, -1.2150, 1.2881)
H (-0.8446, -1.6989, -0.7160)
H (-1.5012, -0.3944, -1.7073)
H (-0.4474, 1.9829, -0.2646)
H (-3.3856, -0.1349, 0.4911)
H (-2.5225, -1.6491, 0.7406)
H (-2.5003, -0.3580, 1.9768)
H (-2.2481, 1.9810, 0.2271)
H (-0.8818, 1.8292, 1.3447)
H (2.9080, -1.3629, -0.5348)
H (3.2071, -0.0400, -1.6865)
H (3.6212, 0.1870, 0.0083)

Atomic forces in eV per Å
1.278 -0.337 -1.010
-0.262 -0.549 0.199
0.585 -0.454 0.750
1.241 0.912 0.591
-0.293 -0.163 0.755
0.440 -0.051 -0.045
-1.049 0.895 -0.644
-1.033 0.264 -1.155
0.518 -0.584 0.339
-0.100 0.160 0.062
-0.079 0.010 0.129
-0.149 -0.087 0.199
-0.055 0.107 -0.131
-0.080 0.022 0.093
-0.642 -0.285 -0.157
0.198 0.223 -0.180
0.126 0.110 0.109
-0.086 -0.083 0.023
-0.044 -0.155 -0.078
-0.475 0.102 0.130
0.122 -0.038 0.013
-0.184 0.058 -0.009
0.024 -0.076 0.016

Molecular formula: C9H36NO17PS
Method: DFT, the ωB97M-V functional and the def2-TZVPD basis

Calculated values
Charge: 0
Total energy in eV: -66339.4387
Strongest force on any atom in eV/Å: 3.60
Energy relative to the best compared isomer or geometry (same formula, charge and spin) in kJ/mol: 78.1

Atoms and positions in Å:
C (0.3842, -3.8756, -2.8008)
C (0.6422, -3.2906, -1.4116)
C (2.0663, -2.9284, -1.1141)
O (2.5125, -3.0685, -0.0130)
O (2.8882, -2.5012, -2.0796)
C (2.3984, -1.4366, -2.8767)
C (2.7793, -0.0855, -2.3568)
N (1.7131, 0.5818, -1.5420)
O (0.9355, 1.2916, -2.4887)
C (-0.3994, 1.4127, -2.0365)
C (-1.2651, 0.1748, -2.2552)
C (-1.9815, -0.2813, -1.0060)
O (-2.2339, 0.4509, -3.2673)
C (2.4232, 1.5867, -0.8043)
O (2.4921, 2.7207, -1.1380)
O (3.1041, 1.1493, 0.3235)
P (2.2820, 1.2703, 1.7200)
O (0.8066, 1.7371, 1.3998)
O (2.2172, -0.1606, 2.3019)
S (3.1171, 2.4685, 2.9695)
H (1.1592, -4.5417, -3.1414)
H (-0.5415, -4.4227, -2.7821)
H (0.2454, -3.0900, -3.5277)
H (0.0256, -2.4140, -1.3050)
H (0.3193, -3.9973, -0.6748)
H (2.8691, -1.5438, -3.8396)
H (1.3394, -1.4717, -3.0649)
H (2.9479, 0.5833, -3.1892)
H (3.6941, -0.0984, -1.7808)
H (-0.8664, 2.2205, -2.5686)
H (-0.4297, 1.6861, -0.9926)
H (-0.6770, -0.6691, -2.6005)
H (-1.3102, -0.1243, -0.1730)
H (-2.8979, 0.2585, -0.8244)
H (-2.1521, -1.3425, -1.0602)
H (-1.7910, 0.3373, -4.1057)
H (0.8415, 2.6939, 1.2778)
H (2.5184, -0.1071, 3.2143)
O (-1.9932, 0.9797, 2.5231)
H (-2.3437, 1.8054, 2.8804)
H (-1.0431, 1.1411, 2.4324)
O (-0.2084, -3.0561, 2.8587)
H (-0.6378, -2.2631, 2.5220)
H (0.6118, -3.1297, 2.3351)
O (5.7168, -0.2641, 0.7104)
H (4.9143, 0.2681, 0.7076)
H (6.3616, 0.2713, 0.2396)
O (-4.7743, 1.1873, -0.5265)
H (-4.8184, 2.0793, -0.1622)
H (-5.5826, 1.0987, -1.0383)
O (-4.0923, 2.5295, 4.3077)
H (-4.3338, 1.6079, 4.1662)
H (-3.4866, 2.5008, 5.0568)
O (-1.8953, -0.3364, 5.1091)
H (-1.4279, -1.1401, 4.8677)
H (-2.3742, -0.0827, 4.3085)
O (-5.1676, 4.1242, 0.3531)
H (-5.2002, 5.0829, 0.2970)
H (-5.4304, 3.9290, 1.2591)
O (3.0722, 3.5410, -4.0096)
H (3.1072, 4.5002, -4.0474)
H (2.7789, 3.3449, -3.1116)
O (-1.6215, -3.4381, 5.3337)
H (-1.1642, -4.1862, 5.7250)
H (-1.1435, -3.2678, 4.5169)

Atomic forces in eV per Å
-0.173 0.309 0.187
-0.022 -0.143 -1.245
-0.112 -0.370 1.224
0.165 -0.197 0.675
-0.151 0.396 -0.574
0.514 0.079 -0.631
-0.388 0.325 0.309
0.956 0.212 0.444
0.073 -0.215 -0.312
-0.414 -0.442 0.439
-0.482 0.000 -0.154
0.569 0.112 0.026
-0.221 -0.194 0.152
-0.058 0.142 -0.804
-0.037 0.642 0.330
-1.506 -0.758 -0.337
2.003 2.165 2.071
-0.415 -0.736 -0.979
-0.728 -1.348 -0.749
0.111 0.071 -0.316
0.353 -0.203 -0.059
-0.405 -0.316 0.011
0.088 0.135 -0.404
-0.273 0.497 0.264
0.051 -0.241 0.628
0.261 -0.192 -0.392
-0.478 -0.107 0.180
0.086 0.256 -0.361
0.262 -0.395 0.241
0.120 0.443 -0.519
0.250 0.120 0.475
0.641 -0.031 -0.108
0.121 0.030 0.456
-0.223 0.096 -0.026
-0.470 -0.436 -0.045
0.004 0.078 -0.448
-0.247 0.331 0.073
0.106 -0.166 0.374
0.162 0.142 -0.126
-0.145 0.038 -0.003
-0.198 -0.083 0.032
0.460 0.125 -0.423
-0.031 0.043 -0.135
-0.382 0.000 0.336
-0.038 -0.012 -0.080
0.120 -0.040 0.007
0.075 0.024 0.042
-0.168 0.055 0.163
0.043 0.142 -0.126
-0.008 -0.015 -0.068
0.233 -0.072 -0.169
-0.116 -0.020 0.055
-0.048 0.007 0.081
-0.200 0.281 -0.027
-0.083 -0.203 0.280
0.355 -0.031 -0.054
-0.052 -0.145 0.174
0.038 0.036 -0.110
0.017 0.016 0.055
0.005 -0.061 0.020
0.037 0.041 -0.037
-0.099 -0.015 0.028
-0.175 0.122 0.218
0.025 -0.022 0.042
0.242 -0.302 -0.271

Molecular formula: C3H4N2O
Method: DFT, the ωB97M-V functional and the def2-TZVPD basis

Calculated values
Charge: 0
Total energy in eV: -8199.9018
Strongest force on any atom in eV/Å: 5.50
Energy relative to the best compared isomer or geometry (same formula, charge and spin) in kJ/mol: 384.4

Atoms and positions in Å:
C (2.4918, -0.4235, -0.0523)
O (1.4618, 0.5340, -0.0791)
N (0.3568, -0.2067, 0.2455)
C (-0.6944, 0.4970, 0.0031)
C (-1.9552, -0.0080, -0.0791)
N (-2.9939, -0.3995, -0.0380)
H (2.2343, -1.3403, -0.6230)
H (2.6234, -0.6501, 0.9224)
H (3.4226, -0.0505, -0.4618)
H (-0.5685, 1.6190, 0.1128)

Atomic forces in eV per Å
0.652 -0.492 -2.672
-0.120 0.029 0.289
-1.598 0.268 -1.856
3.356 2.763 1.497
2.471 0.399 0.673
-5.171 -1.872 -0.165
-0.066 0.639 0.290
0.802 -1.170 3.173
-0.106 0.607 -0.128
-0.220 -1.172 -1.100

Molecular formula: C18H48BrFNO19PS6
Method: DFT, the ωB97M-V functional and the def2-TZVPD basis

Calculated values
Charge: 0
Total energy in eV: -206891.2095
Strongest force on any atom in eV/Å: 6.83

Atoms and positions in Å:
C (-2.8984, -5.0754, 2.0029)
C (-2.4543, -5.6871, 0.5322)
Br (-1.5128, -7.4543, 0.9230)
C (-1.3534, -4.7070, -0.2588)
N (-1.5609, -3.2428, 0.0618)
P (-0.1625, -2.2278, -0.3752)
O (1.3037, -3.1418, -0.5894)
O (-0.0283, -1.0662, 0.9446)
S (-2.9384, -2.5827, -0.8412)
O (-3.9059, -1.9990, 0.2552)
O (-3.6275, -3.6279, -1.7602)
F (-2.3001, -1.2301, -1.7474)
H (-3.7756, -5.7497, 2.4092)
H (-3.2616, -3.9634, 1.9704)
H (-1.9977, -5.1667, 2.7789)
H (-3.3715, -5.9762, -0.1442)
H (-0.2945, -5.0680, 0.1463)
H (-1.4006, -4.9685, -1.4043)
H (1.4977, -3.7496, 0.1832)
H (0.1600, -1.5460, 1.8199)
O (0.7244, -11.9355, 0.6575)
S (1.6144, -10.8639, 0.2643)
O (1.1298, -9.5324, -0.0327)
O (2.5419, -11.3718, -0.9757)
C (1.9069, -11.9059, -2.1281)
C (1.3469, -10.8069, -3.0114)
C (2.9098, -10.7335, 1.4709)
H (1.1291, -12.6240, -1.8477)
H (2.6700, -12.4586, -2.6863)
H (0.5121, -10.2967, -2.5216)
H (0.9835, -11.2187, -3.9572)
H (2.1096, -10.0506, -3.2214)
H (3.3223, -11.7269, 1.6562)
H (2.4773, -10.3302, 2.3890)
H (3.6786, -10.0568, 1.0930)
O (-7.8762, -3.2067, -3.8264)
S (-6.9863, -2.1351, -4.2196)
O (-7.4709, -0.8036, -4.5166)
O (-6.0588, -2.6430, -5.4596)
C (-6.6938, -3.1771, -6.6120)
C (-7.2538, -2.0781, -7.4953)
C (-5.6908, -2.0046, -3.0130)
H (-7.4716, -3.8952, -6.3316)
H (-5.9307, -3.7298, -7.1702)
H (-8.0886, -1.5679, -7.0054)
H (-7.6172, -2.4899, -8.4411)
H (-6.4911, -1.3218, -7.7053)
H (-5.2784, -2.9981, -2.8277)
H (-6.1233, -1.6014, -2.0948)
H (-4.9221, -1.3280, -3.3909)
O (4.0416, 3.7070, 2.9703)
S (3.1439, 2.6616, 3.4131)
O (3.1308, 1.3496, 2.8010)
O (1.6218, 3.2433, 3.4365)
C (1.1033, 3.8445, 2.2591)
C (0.6767, 2.7994, 1.2454)
C (3.3313, 2.4607, 5.1668)
H (1.8267, 4.5438, 1.8269)
H (0.2276, 4.4301, 2.5583)
H (1.5425, 2.2602, 0.8495)
H (0.1558, 3.2665, 0.4048)
H (0.0168, 2.0577, 1.7061)
H (3.2817, 3.4418, 5.6427)
H (4.3053, 2.0031, 5.3526)
H (2.5372, 1.8085, 5.5352)
O (-0.9403, 6.7919, 2.5741)
S (-0.4858, 8.0073, 3.2153)
O (-0.8873, 8.3633, 4.5599)
O (-0.7815, 9.2706, 2.2292)
C (-2.1011, 9.4593, 1.7397)
C (-2.9979, 10.0845, 2.7916)
C (1.2861, 8.0657, 3.1247)
H (-2.5194, 8.5166, 1.3716)
H (-2.0301, 10.1371, 0.8824)
H (-3.1720, 9.3922, 3.6208)
H (-3.9687, 10.3501, 2.3634)
H (-2.5357, 10.9830, 3.2122)
H (1.5950, 7.8575, 2.0988)
H (1.6843, 7.3034, 3.7979)
H (1.6242, 9.0544, 3.4404)
O (4.4805, 8.2492, 0.1624)
S (5.4837, 7.6111, -0.6630)
O (5.1348, 6.6767, -1.7124)
O (6.6039, 6.9224, 0.2997)
C (6.1744, 6.0175, 1.3064)
C (5.8518, 4.6540, 0.7246)
C (6.5291, 8.8677, -1.3553)
H (5.3211, 6.4247, 1.8589)
H (7.0006, 5.9157, 2.0181)
H (4.9663, 4.7003, 0.0836)
H (5.6554, 3.9307, 1.5211)
H (6.6789, 4.2892, 0.1076)
H (6.8463, 9.5428, -0.5583)
H (5.9504, 9.4154, -2.1021)
H (7.3901, 8.3911, -1.8277)

Atomic forces in eV per Å
-0.025 -0.632 0.201
-0.218 1.067 0.560
-0.607 1.242 -0.535
-0.115 -2.770 0.210
-0.168 -0.841 -1.458
2.612 3.268 -1.113
-2.505 -0.284 2.941
0.390 -4.119 0.187
-5.748 -0.254 1.845
4.449 -1.865 -4.830
3.873 3.953 3.164
-1.624 -2.979 1.668
1.806 1.387 -0.813
0.703 -2.162 -0.195
-1.903 0.221 -1.854
1.942 0.788 1.416
-2.276 1.152 -0.843
0.152 0.724 2.240
0.075 0.763 -1.129
-0.423 1.177 -1.453
0.424 1.005 -0.541
0.299 -0.108 -0.239
0.073 -1.183 0.254
-0.103 0.393 1.395
-0.560 -0.263 -1.048
-0.253 0.284 0.047
0.162 -0.061 -0.101
0.096 0.117 0.145
0.072 0.108 0.386
0.096 -0.082 -0.074
0.092 -0.019 0.107
-0.046 -0.176 -0.014
-0.104 0.139 -0.084
-0.099 -0.051 -0.215
-0.153 -0.096 0.001
0.348 0.913 -0.584
0.450 0.141 0.040
-0.003 -1.201 0.142
-0.114 0.308 1.218
-0.510 -0.224 -0.958
-0.259 0.281 0.036
-0.084 -0.161 -0.276
0.088 0.114 0.143
0.072 0.103 0.373
0.107 -0.081 -0.070
0.089 -0.022 0.096
-0.048 -0.175 -0.007
-0.284 0.335 -0.187
-0.094 -0.051 -0.183
-0.132 -0.084 -0.014
-0.717 -0.858 0.113
-0.872 -0.081 0.169
0.304 1.215 0.265
1.448 -0.555 0.858
-0.695 0.400 -1.177
0.212 -0.278 -0.165
-0.132 0.076 0.063
0.071 -0.109 0.145
0.284 -0.103 0.267
-0.122 0.062 0.017
0.031 0.016 0.157
0.026 0.169 -0.059
-0.020 -0.136 -0.130
-0.110 0.058 -0.195
0.095 0.105 -0.126
-0.045 0.839 0.634
0.200 0.539 -0.101
0.054 -0.577 -1.130
0.917 -0.919 0.631
-1.141 0.263 -0.241
-0.114 -0.095 0.354
0.001 0.123 -0.159
0.179 0.005 0.099
0.336 -0.182 0.143
0.007 0.088 -0.121
0.136 -0.020 -0.031
-0.060 -0.086 -0.150
-0.074 0.058 0.124
-0.219 0.057 -0.041
-0.115 -0.139 -0.048
0.443 -0.743 -0.583
0.524 -0.372 0.089
-0.058 0.840 1.012
-0.379 1.212 -1.039
-0.409 -1.073 0.711
-0.098 -0.236 -0.199
0.154 -0.008 0.098
0.067 0.073 -0.158
0.005 0.309 -0.263
0.089 -0.022 0.113
0.102 0.259 -0.200
-0.024 0.121 0.105
-0.075 -0.153 -0.084
-0.052 -0.188 0.138
-0.164 0.007 0.093

Molecular formula: C4H7NO
Method: DFT, the ωB97M-V functional and the def2-TZVPD basis

Calculated values
Charge: 0
Total energy in eV: -7795.7666
Strongest force on any atom in eV/Å: 3.19
Energy relative to the best compared isomer or geometry (same formula, charge and spin) in kJ/mol: 374.1

Atoms and positions in Å:
O (0.8029, 1.5714, -1.1071)
C (1.4745, 0.9022, -0.3336)
C (1.2089, -0.5186, -0.0474)
C (-0.4670, -0.4842, 0.6567)
C (-1.3383, 0.4453, -0.0761)
N (-1.4165, -1.0336, -0.3084)
H (2.2109, 1.4410, 0.2838)
H (2.0525, -0.9793, 0.5112)
H (0.9140, -1.1191, -0.9016)
H (-0.4287, -0.7499, 1.7097)
H (-0.6055, 0.9967, -0.8230)
H (-2.1880, 1.0364, 0.3096)
H (-2.2196, -1.5083, 0.1263)

Atomic forces in eV per Å
1.589 0.053 -0.206
-0.402 0.564 -0.212
-1.993 -0.168 0.935
2.232 -0.266 -0.537
0.966 0.519 -0.865
0.263 0.272 0.110
0.185 -0.205 0.076
-1.019 0.175 0.045
0.342 0.138 -0.320
-0.413 0.136 -0.202
-2.832 -1.131 0.941
0.615 -0.678 0.187
0.467 0.590 0.047

Number 4 is which compound?
C3H4N2O